[1]
The following is a quantum chemistry calculation of a cluster of 3 separate species, C31H52FN3O8S2 in total, from the OMol25 dataset.

As for the highest occupied orbital energy: -8.4 eV. As for the structure (SMILES): NCCCCCc1cc(CCN)c2c(c1S(=O)(=O)F)Nc1ccccc1S2.COCCOCCOC.COCCOCCOC. The HOMO-LUMO gap is 8.1 eV.

Geometry (Å):
N 8.41320 -2.59407 4.45151
C 8.60556 -2.00762 3.09336
C 9.28683 -0.55859 3.16512
C 8.20141 0.62016 3.13251
C 8.55302 1.73036 2.06096
C 7.34701 2.28312 1.21291
C 6.26860 1.24060 0.80653
C 4.90722 1.49854 1.30776
C 3.78184 0.59777 1.00823
C 2.33711 0.88706 1.49450
C 2.20435 1.19629 3.04878
N 1.79539 -0.05360 3.74713
C 4.08016 -0.59760 0.22385
C 5.42241 -0.92267 -0.30877
C 6.52559 0.03434 -0.02850
S 8.18920 -0.28803 -0.71551
O 8.93242 0.94475 -0.90729
O 8.87890 -1.29639 0.06362
F 8.04135 -0.92420 -2.24135
N 5.64030 -2.12519 -1.07029
C 5.10572 -3.31424 -0.39027
C 5.92961 -4.50308 -0.16339
C 5.36441 -5.67576 0.53174
C 3.97304 -5.72382 0.98763
C 3.13781 -4.53217 0.77168
C 3.71150 -3.37734 0.10432
S 2.78246 -1.82548 -0.17288
H 8.74687 -3.55872 4.38611
H 7.40398 -2.58312 4.62017
H 7.66179 -1.87243 2.50281
H 9.32514 -2.65162 2.50711
H 9.98916 -0.51718 2.29032
H 9.93519 -0.46323 4.08355
H 7.16473 0.20155 3.07847
H 8.28644 1.10113 4.15341
H 8.97306 2.61141 2.63300
H 9.41888 1.35114 1.45247
H 6.89484 3.16724 1.74857
H 7.76301 2.71569 0.25433
H 4.68604 2.41071 1.91924
H 1.98256 1.81184 0.94230
H 1.59426 0.08759 1.24719
H 3.10511 1.68314 3.49568
H 1.32687 1.90067 3.15375
H 2.51054 -0.75389 3.52276
H 0.94801 -0.40263 3.28465
H 6.63563 -2.34729 -1.16989
H 7.00603 -4.53389 -0.47303
H 5.98263 -6.58587 0.74448
H 3.51752 -6.58953 1.52034
H 2.07436 -4.44704 1.10705
C -5.12679 1.21756 -2.52336
O -3.75523 0.87347 -2.51613
C -2.96163 1.84599 -1.85064
C -1.64827 1.23566 -1.39033
O -1.77313 0.47575 -0.18940
C -2.40025 -0.79939 -0.31801
C -1.51508 -1.83554 -0.99021
O -1.53986 -1.66812 -2.40099
C -0.41609 -2.24964 -3.02838
H -5.28650 2.16397 -3.04943
H -5.67217 0.42800 -3.03962
H -5.50815 1.28538 -1.49851
H -3.49807 2.25196 -0.98534
H -2.75873 2.65479 -2.56416
H -0.96690 2.05450 -1.14277
H -1.17176 0.65276 -2.18003
H -3.37124 -0.71493 -0.80821
H -2.58715 -1.13214 0.70659
H -1.89146 -2.84230 -0.76836
H -0.49028 -1.73972 -0.61117
H 0.50584 -1.77241 -2.67827
H -0.50177 -2.08741 -4.10255
H -0.38035 -3.32692 -2.83288
C -10.80887 0.40629 0.95734
O -10.76604 1.53039 0.10249
C -9.46848 2.10730 0.03856
C -9.31213 2.92566 -1.23252
O -9.04362 2.12833 -2.38391
C -10.15015 1.39563 -2.90655
C -11.15900 2.27021 -3.63249
O -12.01439 2.91985 -2.70128
C -12.62774 4.06758 -3.25029
H -10.54120 0.68690 1.98122
H -11.82588 0.01440 0.95078
H -10.13537 -0.37707 0.59240
H -8.69982 1.32641 0.06613
H -9.35232 2.76205 0.91156
H -8.43226 3.56408 -1.11389
H -10.16430 3.58639 -1.39853
H -10.62167 0.78757 -2.13310
H -9.71833 0.70577 -3.63637
H -11.78549 1.64593 -4.28180
H -10.62734 3.00955 -4.24340
H -11.87101 4.80525 -3.53913
H -13.26675 4.51059 -2.48675
H -13.24188 3.80083 -4.11705

---

[2]
The following is a quantum chemistry calculation of a cluster of 2 separate species, C15H19ClNO3S in total, from the OMol25 dataset.

As for the highest occupied orbital energy: -2.2 eV. The HOMO-LUMO gap is 4.8 eV. As for the net charge: -1.

Geometry (Å):
C 1.52812 -3.30452 0.49554
S 2.42224 -2.26198 1.65127
C 1.46475 -0.72484 1.49054
C 1.90964 0.00192 2.76254
C 0.99420 -0.08555 3.93650
O 3.00886 0.53549 2.77964
H 1.91508 -4.31358 0.66954
H 0.44793 -3.29470 0.66720
H 1.78146 -2.99219 -0.52151
H 1.80167 -0.15070 0.62064
H 0.38975 -0.92130 1.47905
H 0.23792 -0.86316 3.78812
H 1.57836 -0.33534 4.83225
H 0.49389 0.88161 4.07498
C -1.43276 3.68981 -0.96551
C 0.00156 3.23347 -0.91118
O 0.49537 3.48383 0.43295
C 1.72420 2.96222 0.63083
C 2.14478 3.08526 2.04342
N 3.39035 3.27731 2.27506
C 4.02482 3.25059 3.40611
C 5.44565 3.01073 3.52338
C 5.99466 2.70878 4.78829
C 7.34839 2.43984 4.92999
C 8.18072 2.51976 3.79867
Cl 9.86772 2.27004 3.98562
C 7.64944 2.78956 2.52594
C 6.27786 3.03595 2.38629
O 2.38019 2.39217 -0.22551
H -1.87660 3.32598 -1.89151
H -2.01497 3.30702 -0.12185
H -1.48615 4.78206 -0.96990
H 0.07616 2.15878 -1.13296
H 0.62746 3.79315 -1.62078
H 1.33940 3.10663 2.79548
H 3.44929 3.30626 4.34770
H 5.32902 2.69630 5.65020
H 7.76910 2.17583 5.89357
H 8.30891 2.79906 1.66218
H 5.84051 3.26017 1.41553

---

[3]
The following is a quantum chemistry calculation of a structure of composition H4MgO10S2, from the OMol25 dataset.

As for the highest occupied orbital energy: -1.4 eV. The HOMO-LUMO gap is 3.7 eV. As for the net charge: -2.

Geometry (Å):
Mg 0.02673 0.18018 0.08657
S 2.80181 -2.52926 -0.73465
O 4.00102 -2.38635 0.01239
O 2.54769 -1.33222 -1.42022
O 2.81906 -3.73454 -1.58375
O 1.63876 -2.50865 0.16139
S -3.84146 -0.52665 0.01359
O -4.91798 0.40393 -0.21468
O -2.86297 -0.58478 -1.01082
O -2.89974 -0.07216 1.01374
O -4.41162 -1.84191 0.33678
O 1.65419 1.35367 2.64195
H 2.29866 0.87339 3.16177
H 1.47122 2.14113 3.15446
O -0.12271 3.21442 -1.63177
H -0.82196 3.55347 -2.19063
H 0.61931 3.79633 -1.79612

---

[4]
The following is a quantum chemistry calculation of a cluster of 2 separate species, C4H6N2O in total, from the OMol25 dataset.

As for the highest occupied orbital energy: -9.4 eV. As for the structure (SMILES): c1cn[nH]c1.C=O. The HOMO-LUMO gap is 10.2 eV.

Geometry (Å):
C 0.84701 -0.96329 -0.18183
C 0.10949 0.14016 -0.65949
N 0.85980 1.22323 -0.79716
N 2.07936 0.82426 -0.41518
C 2.12567 -0.47657 -0.04191
H 0.48974 -1.95915 0.03577
H -0.93908 0.18008 -0.91933
H 2.83595 1.48808 -0.43577
H 3.04612 -0.94123 0.28270
C -2.86691 0.12753 0.78437
O -2.41456 -0.91486 1.18372
H -3.77899 0.16826 0.15559
H -2.39360 1.10352 1.00851

---

[5]
The following is a quantum chemistry calculation of a structure of composition C23H29N5O2S, from the OMol25 dataset.

As for the highest occupied orbital energy: -7.9 eV. The HOMO-LUMO gap is 8.1 eV.

Geometry (Å):
C -1.25573 5.29068 -1.85776
C -1.18322 3.81357 -1.59595
C -0.52138 3.09011 -0.55874
C -0.53873 1.77037 -0.83339
C -1.28658 1.45811 -2.12621
N -1.06681 0.20215 -2.62330
C -0.30763 -0.61155 -1.92156
N -0.03344 -0.61753 -0.67593
C -0.08042 0.59824 -0.16550
N 0.38773 0.85501 1.22475
C -0.39559 1.23314 2.13088
H 0.06055 1.72791 2.85443
C -1.61526 0.49650 2.70287
N -0.63800 -0.77187 3.38150
C -0.65614 -1.00697 4.62264
O 0.43663 -1.69907 4.99570
C -1.42807 -0.17797 5.67767
C -1.17319 -0.36222 6.99117
C -2.37297 0.13331 7.72161
C -2.95969 0.68414 6.58048
O -2.62811 0.30794 5.33838
H -3.80537 1.19941 6.48214
H -2.42133 0.29195 8.68306
H -0.23706 -0.92402 7.49216
C 0.02852 -1.58547 2.37297
C 1.12242 -0.31571 1.87180
H 1.72021 0.28148 2.55373
H 1.77251 -0.91819 1.07657
H -0.28773 -1.72693 1.52295
H 0.80353 -2.04910 2.95375
H -2.06449 -0.17561 1.94025
H -2.23009 0.80985 3.39582
H -1.05384 2.16474 1.70000
C -0.35111 -2.05466 -2.44909
N 0.60801 -2.10783 -3.57225
C 0.70187 -3.61146 -4.13961
C 1.27201 -3.40098 -5.50812
C 3.11866 -2.86036 -5.12606
C 2.87432 -1.67400 -4.38360
C 2.12194 -1.90378 -3.21057
H 2.02905 -0.72727 -2.49336
H 2.68492 -2.56940 -2.54996
H 2.45834 -0.80040 -5.09002
H 3.84128 -1.21308 -4.14414
H 3.42327 -2.89930 -6.19637
H 3.27511 -3.64727 -4.44633
H 0.96888 -2.45530 -6.07893
H 1.37220 -4.13093 -5.92051
H -0.49434 -3.81158 -4.44503
H 1.11764 -4.30761 -3.69189
H -1.30829 -2.54886 -2.73724
H -0.00145 -2.88969 -1.56619
S -1.88214 2.61529 -2.77175
C 0.30055 4.04942 0.39747
H 0.85581 4.86753 -0.01115
H -0.21492 4.35132 1.16049
H 0.88299 3.31491 0.79294
H -0.29314 5.74022 -2.19125
H -1.94511 5.37448 -2.70737
H -1.50760 5.83421 -0.82902

---

[6]
The following is a quantum chemistry calculation of a structure of composition C10H26N2O11P2Y, from the OMol25 dataset.

Its spin multiplicity is 2. As for the highest occupied orbital energy (alpha / beta): 0.5 / 0.5 eV. The HOMO-LUMO gap (alpha / beta) is 3.6 / 3.6 eV. As for the net charge: -2.

Geometry (Å):
Y 0.55828 -0.71127 -0.17396
P 2.54375 -2.42995 -1.46574
O 1.92581 -1.08717 -1.87329
O 2.20195 -3.23209 -2.72333
O 1.71858 -2.60957 -0.20168
O 3.96149 -2.22111 -0.89759
P 1.99889 -0.31444 2.39290
O 2.70821 -1.62858 2.76788
O 2.47774 -0.46773 0.90936
O 2.38161 1.05449 3.02791
O 0.51574 -0.43480 1.96975
C 2.49585 2.27113 -1.74915
C 1.43018 2.38080 -0.70730
C 0.87752 3.85277 -0.57411
O -0.28849 3.95169 0.24157
C -0.02044 4.10606 1.62376
N 0.34031 1.49443 -1.04764
H 3.32347 2.95052 -1.54523
H 2.08453 2.56580 -2.71460
H 2.85874 1.25036 -1.62898
H 1.82482 2.03649 0.24864
H 0.60379 4.21470 -1.56516
H 1.66151 4.53015 -0.23557
H 0.57273 3.27344 2.00192
H -0.90299 4.11749 2.26335
H 0.48088 5.04385 1.86321
H -0.42711 2.05355 -0.70333
H -0.00056 1.64339 -1.98664
C -0.84216 -2.93850 2.23889
O -0.84163 -2.37801 0.88138
C -1.19852 -3.45677 -0.03540
C -1.00715 -2.92507 -1.46647
N -0.91663 -1.50749 -1.75296
C -2.26043 -0.83873 -1.69870
C -2.69276 -0.40803 -0.30158
O -1.68563 0.29657 0.35991
C -2.13707 0.89614 1.56052
H -1.53408 -3.76836 2.38270
H -1.26635 -2.20796 2.92772
H 0.16740 -3.20769 2.54940
H -2.25232 -3.69692 0.10576
H -0.66372 -4.39444 0.11577
H -1.69708 -3.40813 -2.15838
H -0.05222 -3.34512 -1.78229
H -0.59464 -1.37462 -2.70100
H -2.95498 -1.35826 -2.35884
H -2.12940 0.17639 -2.07346
H -3.10332 -1.24872 0.25769
H -3.52574 0.28747 -0.40409
H -2.46508 0.20399 2.33605
H -2.97412 1.58624 1.45467
H -1.27915 1.36160 2.04574

---

Per-record DFT total energy, a.u.: -2874.6040, -1721.8322, -1751.1635, -340.7175, -1715.5598, -2055.0165